11 unconnected molecules or ions with the total composition C29H86N6O11 in a non-equilibrium geometry. Source: the Open Molecules 2025 dataset; level of theory: wB97M-V/def2-TZVPD.

Structure (XYZ):
```
132
Properties=species:S:1:pos:R:3:forces:R:3:lowdin_charge:R:1
C -1.070221 -5.381911 3.538528 -1.291 0.579 -0.422 -0.106
O -1.811043 -5.565083 2.355068 -0.633 1.260 -1.069 -0.188
C -2.201409 -4.295243 1.737892 0.908 -1.531 -0.471 -0.174
C -2.432370 -4.576474 0.252249 -1.782 -0.278 -0.051 -0.402
C -1.207953 -4.729940 -0.597948 1.073 2.017 -0.698 -0.058
N -3.300071 -3.468574 -0.311845 0.464 -0.098 -0.686 0.037
H -1.693059 -4.856311 4.276835 0.238 -0.200 0.201 0.096
H -0.218104 -4.775588 3.315913 0.894 0.319 0.106 0.049
H -0.809332 -6.365192 3.850962 0.371 -0.610 0.569 0.082
H -3.126531 -3.910825 2.159073 -0.031 0.088 0.374 0.124
H -1.387409 -3.569540 1.804815 -0.056 0.144 0.422 0.102
H -2.985125 -5.537398 0.239828 0.078 0.377 -0.164 0.143
H -0.708880 -5.657356 -0.569734 0.547 -1.259 0.936 0.056
H -0.427493 -3.912760 -0.322043 -1.277 -1.160 -0.879 0.115
H -1.494286 -4.736302 -1.676538 0.195 0.736 0.606 0.084
H -3.009183 -3.233840 -1.294665 -0.603 -0.411 1.305 0.076
H -4.301819 -3.715156 -0.333462 0.907 0.098 0.061 0.087
C 3.573014 -3.587314 1.252893 -1.826 0.674 1.879 -0.061
O 3.096878 -2.459511 1.999456 1.162 0.297 0.199 -0.196
C 2.019630 -2.756693 2.860938 1.023 -0.309 -0.057 -0.228
C 1.784225 -1.674458 3.888833 -1.920 0.198 -1.522 -0.420
C 0.379774 -1.875015 4.469172 0.775 -2.740 1.514 -0.040
N 1.890700 -0.365861 3.317537 1.035 1.574 0.028 0.068
H 4.290646 -3.262892 0.566217 1.225 0.465 -0.834 0.055
H 2.719194 -3.966966 0.747045 -0.736 -0.707 -0.923 0.072
H 3.904787 -4.353790 1.934662 0.562 -0.359 0.169 0.088
H 1.187975 -2.892427 2.220598 -1.515 -0.248 -0.518 0.103
H 2.201815 -3.663834 3.426691 0.111 -0.645 -0.015 0.123
H 2.549259 -1.768136 4.621620 0.507 -0.049 0.937 0.132
H 0.329321 -1.485562 5.476674 -0.244 0.735 0.056 0.071
H 0.260532 -2.998909 4.702647 0.038 1.401 -0.592 0.089
H -0.471259 -1.588196 3.867335 0.092 0.344 -0.356 0.066
H 2.786081 -0.329519 2.846528 0.083 0.246 -0.142 0.080
H 1.201086 -0.045994 2.642072 -0.367 -0.546 0.173 0.058
C -0.935604 4.398752 0.026789 1.010 -0.144 -1.222 -0.066
O 0.218697 4.682770 -0.838317 -0.730 -0.263 1.210 -0.217
C 1.404944 4.143189 -0.221547 -1.060 1.079 1.006 -0.186
C 2.621876 4.653543 -0.953508 1.689 0.078 0.041 -0.428
C 2.823146 6.159968 -0.773094 0.222 0.647 -0.811 -0.069
N 2.693293 4.273378 -2.374044 -0.454 -0.187 0.116 0.044
H -0.864407 4.808546 1.004240 0.836 0.381 1.012 0.064
H -1.050567 3.327906 0.125202 -0.124 -0.384 -0.022 0.069
H -1.827146 4.848533 -0.351259 -0.421 0.177 -1.003 0.079
H 1.359473 4.537422 0.865376 0.583 -0.950 -1.453 0.146
H 1.342785 3.053464 -0.266325 0.139 0.048 0.212 0.093
H 3.523758 4.131821 -0.559374 -0.739 0.272 0.437 0.146
H 2.077417 6.712666 -1.376588 0.233 -0.236 0.330 0.085
H 3.818268 6.485878 -1.122682 -0.323 -0.345 -0.154 0.077
H 2.781198 6.539751 0.236752 -0.346 -0.230 0.513 0.067
H 2.274513 4.987417 -2.966662 0.333 -0.189 -0.001 0.076
H 3.662823 4.084923 -2.636050 -0.616 0.319 -0.096 0.084
C -4.828084 -4.041861 -3.399785 0.269 0.397 0.420 -0.087
O -3.997401 -2.907187 -3.353224 -0.260 -0.034 1.628 -0.219
C -3.377649 -2.589034 -4.542017 -1.059 2.038 -0.950 -0.219
C -2.800976 -1.154934 -4.367364 0.176 -0.412 -0.440 -0.429
C -3.881099 -0.122565 -4.384383 -1.462 1.278 0.242 -0.066
N -1.746549 -0.822802 -5.323311 -0.129 -0.138 -1.535 0.038
H -4.241380 -4.897119 -3.713194 -0.217 -0.434 -0.358 0.095
H -5.655312 -3.778498 -4.021159 -0.668 -0.441 -0.942 0.083
H -5.263656 -4.246295 -2.421963 0.353 0.147 0.173 0.079
H -2.613640 -3.275565 -4.774619 1.266 -1.039 -0.322 0.106
H -4.102773 -2.591335 -5.396737 0.312 -0.015 0.430 0.142
H -2.327478 -1.163183 -3.398158 0.235 0.054 0.505 0.133
H -3.613060 0.950301 -4.240505 0.514 -0.936 0.520 0.081
H -4.689527 -0.377242 -3.659478 0.600 0.190 -0.495 0.094
H -4.341207 -0.027447 -5.365912 -0.217 -0.584 -0.338 0.074
H -2.068266 -0.816301 -6.320484 -0.165 0.310 1.237 0.106
H -1.120884 -1.606951 -5.351459 0.700 -0.402 0.218 0.062
C -4.594481 2.438679 3.495336 -0.163 -1.674 -0.431 -0.114
O -3.317217 1.999077 3.816924 0.627 -0.710 0.333 -0.220
C -2.290983 2.710300 3.190710 -0.033 0.994 -1.488 -0.243
C -0.971621 2.237754 3.738093 2.331 0.068 0.431 -0.400
C -0.928360 2.690342 5.196968 2.324 -1.129 0.335 -0.054
N 0.189169 2.852935 2.987254 -0.484 1.085 1.204 0.064
H -4.844694 2.120358 2.444114 -0.130 0.574 0.815 0.102
H -4.655054 3.480257 3.659421 -0.322 1.458 -0.235 0.070
H -5.240501 1.951684 4.228939 -0.290 -0.026 -0.358 0.094
H -2.307693 2.594933 2.052150 -0.175 0.145 1.225 0.128
H -2.419824 3.806612 3.461391 0.303 -0.896 -0.585 0.141
H -0.823232 1.129160 3.677026 -0.688 0.695 0.105 0.125
H 0.110223 2.503460 5.607514 -1.061 -0.320 -0.279 0.072
H -1.657498 2.186110 5.830922 -0.039 0.281 -0.118 0.081
H -0.951462 3.755564 5.244198 -0.697 0.914 0.043 0.068
H 1.083310 3.099973 3.472330 -1.573 -0.596 -0.013 0.071
H 0.402067 2.310645 2.186861 0.060 -0.537 -0.666 0.009
C 5.425606 -0.629729 -0.794073 0.249 -0.737 1.117 -0.131
O 4.698350 0.082305 -1.764385 -0.681 -0.248 -0.112 -0.189
C 3.449560 -0.580184 -2.050523 -0.187 0.846 -1.529 -0.192
C 3.574483 -1.579995 -3.207717 1.650 -0.631 -0.410 -0.438
C 4.518280 -1.033895 -4.301966 -0.920 0.366 -0.721 -0.057
N 2.292721 -2.071075 -3.718892 1.026 -0.514 0.304 0.048
H 4.933018 -0.531129 0.206486 0.335 0.017 -0.518 0.089
H 6.474056 -0.254783 -0.694959 -0.929 -0.123 -0.375 0.097
H 5.466201 -1.742908 -0.983660 0.083 0.979 -0.153 0.086
H 3.209654 -1.235053 -1.267139 -0.769 -0.335 1.849 0.078
H 2.585866 0.128222 -2.269570 1.360 -0.448 0.382 0.135
H 4.117529 -2.463547 -2.780669 -0.501 0.413 -0.327 0.133
H 4.571482 -1.701605 -5.145427 -0.579 -0.568 -0.416 0.058
H 5.585513 -0.989664 -4.053938 -0.474 0.707 0.629 0.074
H 4.069306 -0.087761 -4.706750 0.864 -0.501 0.443 0.088
H 1.710477 -1.310905 -4.036946 -0.180 -0.006 0.355 0.020
H 1.878735 -2.714906 -3.047699 -0.233 0.516 -0.315 0.064
C 3.174346 2.609347 5.854181 0.259 0.759 1.181 -0.193
O 2.999377 2.536745 4.491714 0.213 -0.028 -1.392 -0.132
H 3.683293 1.759133 6.320471 -0.255 -0.265 -0.186 0.080
H 3.840473 3.457833 6.026809 -0.161 0.092 0.152 0.080
H 2.213637 2.813160 6.342134 0.186 -0.133 0.344 0.065
H 2.550704 1.723742 4.258661 -0.283 -0.659 -0.141 0.028
C 1.404839 1.841669 -4.659565 0.500 -0.442 -0.225 -0.115
O 1.199787 0.420028 -4.549292 1.007 0.768 0.179 -0.156
H 0.520912 2.304114 -5.043901 -0.635 0.440 -0.110 0.064
H 1.649507 2.251503 -3.689851 -0.045 0.083 0.294 0.045
H 2.230145 2.116146 -5.342452 -0.206 -0.510 0.166 0.085
H 0.368329 0.190489 -4.938267 -1.024 -0.036 -0.413 0.023
C -3.302855 -0.635700 1.971822 -0.021 1.372 -0.038 -0.130
O -2.282206 -1.197173 1.171616 -0.424 -0.220 0.332 -0.157
H -3.349829 0.446638 1.802243 0.311 -0.065 0.233 0.065
H -4.268980 -0.966271 1.656454 -0.738 -0.632 -0.117 0.077
H -3.179389 -0.810702 3.034738 0.171 -0.132 0.194 0.087
H -2.762565 -1.885077 0.685049 0.484 -0.612 -0.661 0.025
C -1.747361 3.607187 -3.393101 -1.067 -1.521 1.558 -0.217
O -0.811417 4.602573 -3.356677 0.680 1.153 -1.250 -0.105
H -2.395197 3.614977 -2.494462 0.079 0.128 -0.077 0.074
H -2.432901 3.675894 -4.217921 -0.038 0.561 -0.700 0.069
H -1.384463 2.574097 -3.420138 0.554 0.005 -0.132 0.065
H -0.072724 4.452429 -2.755929 -0.408 -0.366 0.476 0.044
C 0.248238 0.452072 -0.021454 -2.066 0.550 -0.781 -0.111
O -0.401208 0.686187 1.239661 2.070 0.984 -0.612 -0.167
H 0.609825 -0.548485 -0.211769 0.053 -0.557 0.474 0.063
H -0.529879 0.651841 -0.845044 1.358 0.010 0.847 0.109
H 1.105102 1.116633 -0.079546 -0.139 0.116 -0.145 0.055
H -0.995426 -0.011595 1.440486 -1.009 -1.354 -0.220 0.003
```
Forces are in eV/Å.

Summary:
- SMILES string: COC[C@H](C)N.COC[C@H](C)N.COC[C@H](C)N.COC[C@H](C)N.COC[C@H](C)N.COC[C@H](C)N.CO.CO.CO.CO.CO
- HOMO energy: -8.36 eV
- Energy above the lowest of the compared OMol25 structures with the same formula, charge and spin: 48.9 kcal/mol
- Net charge: 0
- E_LUMO: 0.0146 Ha
- E: -2312.4178 hartree